{"formula": "C31H94N20O13", "method": "ωB97M-V with the def2-TZVPD basis set", "elements": ["C", "C", "C", "O", "C", "N", "H", "H", "H", "H", "H", "H", "H", "H", "H", "H", "H", "C", "C", "C", "O", "C", "N", "H", "H", "H", "H", "H", "H", "H", "H", "H", "H", "H", "C", "C", "C", "O", "C", "N", "H", "H", "H", "H", "H", "H", "H", "H", "H", "H", "H", "C", "C", "C", "O", "C", "N", "H", "H", "H", "H", "H", "H", "H", "H", "H", "H", "H", "C", "C", "C", "O", "C", "N", "H", "H", "H", "H", "H", "H", "H", "H", "H", "H", "H", "C", "C", "C", "O", "C", "N", "H", "H", "H", "H", "H", "H", "H", "H", "H", "H", "H", "C", "O", "N", "N", "H", "H", "H", "H", "C", "O", "N", "N", "H", "H", "H", "H", "C", "O", "N", "N", "H", "H", "H", "H", "C", "O", "N", "N", "H", "H", "H", "H", "C", "O", "N", "N", "H", "H", "H", "H", "C", "O", "N", "N", "H", "H", "H", "H", "C", "O", "N", "N", "H", "H", "H", "H"], "coordinates": [[-2.8804, 1.0121, 4.6629], [-1.6352, 1.8699, 4.8955], [-1.7219, 3.2323, 4.2751], [-0.4133, 3.8075, 4.3207], [0.7870, 3.2044, 3.6271], [-1.6005, 2.0755, 6.2843], [-3.0910, 0.1157, 5.2462], [-2.9040, 0.7621, 3.6022], [-3.7781, 1.6105, 4.8175], [-0.7536, 1.3306, 4.5491], [-2.4498, 3.8449, 4.8071], [-1.9948, 3.3188, 3.2234], [0.7108, 2.6109, 2.7160], [1.2976, 2.5688, 4.3506], [1.4519, 4.0540, 3.4717], [-1.2667, 2.9828, 6.5767], [-0.8434, 1.4257, 6.4415], [7.4623, 0.4090, 2.6533], [6.6794, 0.8256, 1.3975], [7.4750, 0.9514, 0.1131], [6.5559, 1.1548, -0.9265], [5.8003, 2.4185, -0.9849], [5.5109, -0.0806, 1.4212], [7.8769, -0.5937, 2.7570], [6.9887, 0.7249, 3.5828], [8.3344, 1.0549, 2.7556], [6.1656, 1.7714, 1.5693], [8.0568, 0.0598, -0.1207], [8.1858, 1.7548, -0.0800], [5.4816, 2.6882, -1.9918], [6.3684, 3.2518, -0.5715], [4.9836, 2.2197, -0.2910], [4.9887, 0.1727, 0.5947], [5.8582, -1.0192, 1.2851], [-0.3658, 4.5675, -5.7629], [0.2985, 4.7915, -4.4095], [0.0638, 6.1232, -3.7970], [0.4391, 6.1711, -2.4717], [0.5745, 7.4740, -2.0038], [-0.0954, 3.7694, -3.4630], [0.0224, 3.6324, -6.1666], [0.0980, 5.2386, -6.4858], [-1.4369, 4.3654, -5.7647], [1.3447, 4.5439, -4.5895], [-1.0024, 6.3495, -3.7877], [0.6043, 6.9117, -4.3207], [-0.1289, 8.1118, -2.5393], [1.6010, 7.8331, -2.0774], [0.3249, 7.3962, -0.9456], [0.1228, 4.4337, -2.7342], [0.6156, 3.1023, -3.1992], [-6.2822, 4.6481, 0.1325], [-5.6549, 5.6235, -0.9444], [-4.8463, 6.8182, -0.2599], [-5.4875, 7.4508, 0.8545], [-6.5422, 8.3343, 0.5340], [-4.6677, 4.9056, -1.7066], [-7.0946, 5.1038, 0.6987], [-5.3913, 4.2515, 0.6194], [-6.6362, 3.7455, -0.3657], [-6.4934, 5.8383, -1.6069], [-4.5895, 7.5623, -1.0138], [-3.9409, 6.3005, 0.0569], [-6.1702, 8.9906, -0.2528], [-6.7972, 9.0327, 1.3310], [-7.4616, 7.9621, 0.0820], [-4.7130, 3.8995, -1.7822], [-3.6953, 5.1306, -1.5517], [-0.6903, -5.8827, -4.9713], [-0.4064, -6.3855, -6.4020], [-1.6098, -6.3333, -7.3554], [-1.3510, -6.8203, -8.6296], [-2.4340, -6.8599, -9.4925], [0.7636, -5.6708, -6.9259], [-1.0927, -6.6607, -4.3226], [-1.1511, -4.9034, -4.8416], [0.2934, -5.7765, -4.5138], [-0.1329, -7.4393, -6.3485], [-2.0889, -5.3544, -7.3695], [-2.3492, -6.9789, -6.8814], [-2.0558, -6.9089, -10.5136], [-3.2114, -6.1043, -9.6054], [-3.1023, -7.6925, -9.2729], [1.6082, -6.2113, -6.8053], [0.6777, -5.5970, -7.9296], [3.3738, 3.3732, 10.7827], [4.1974, 2.1460, 10.5606], [4.4156, 1.4504, 9.2269], [3.2401, 0.7342, 8.7263], [3.4878, -0.0323, 7.5866], [5.4048, 2.3867, 11.2505], [3.7572, 4.3788, 10.6102], [3.0301, 3.3161, 11.8155], [2.6082, 3.1842, 10.0301], [3.8479, 1.2482, 11.0703], [5.2405, 0.7385, 9.1960], [4.7240, 2.2579, 8.5628], [4.3113, 0.4049, 7.0220], [2.6495, -0.2135, 6.9139], [3.8829, -0.9774, 7.9590], [5.9719, 3.1123, 10.8357], [5.0365, 2.8947, 12.0419], [5.3511, -4.2588, -1.8336], [5.0428, -4.8207, -0.7582], [6.3836, -4.6164, -2.5164], [4.5540, -3.4276, -2.3774], [7.0929, -4.9739, -1.8926], [6.6715, -4.0637, -3.3112], [3.7027, -3.1994, -1.8842], [4.7843, -2.9663, -3.2459], [1.6989, -7.5218, 2.3374], [1.1480, -8.2574, 3.2219], [1.2377, -6.3356, 2.0471], [2.7318, -7.8895, 1.6645], [0.3002, -6.1270, 2.3597], [1.6213, -5.9180, 1.2113], [3.3789, -7.1759, 1.3610], [3.0990, -8.8303, 1.6725], [-4.3789, -0.8606, -7.3769], [-3.1941, -0.6245, -7.7277], [-5.2778, -1.5382, -7.9924], [-5.0131, -0.3676, -6.3007], [-6.2415, -1.6158, -7.7001], [-4.9815, -1.9065, -8.8850], [-5.9437, -0.7470, -6.2000], [-4.6847, 0.4862, -5.8726], [-0.5963, -1.2050, -0.2966], [0.5650, -0.7311, -0.3343], [-1.5328, -1.0312, -1.1470], [-1.0557, -1.8912, 0.7135], [-1.2851, -0.3709, -1.8700], [-2.4335, -1.4287, -0.9214], [-1.9853, -2.2666, 0.8365], [-0.3124, -2.2084, 1.3192], [3.1989, -0.4078, -6.8445], [3.9150, 0.5629, -6.9229], [2.0674, -0.4921, -6.2457], [3.4863, -1.5917, -7.3810], [1.5514, 0.3398, -5.9971], [1.4105, -1.2473, -6.1105], [2.8810, -2.3439, -7.0844], [4.3577, -1.8024, -7.8460], [-7.1425, -2.6446, 0.1243], [-6.0718, -2.1768, 0.3096], [-7.9732, -2.1257, -0.6640], [-7.6115, -3.7140, 0.6222], [-7.5419, -1.2998, -1.0538], [-8.9482, -2.3713, -0.7599], [-6.8047, -4.1250, 1.0696], [-8.1619, -4.2817, -0.0062], [-2.9860, -5.2206, 6.1172], [-3.2545, -4.8202, 4.9889], [-2.0608, -6.0876, 6.4280], [-3.5233, -4.8253, 7.2492], [-1.4296, -6.5074, 5.7605], [-1.7830, -6.1636, 7.3961], [-2.9723, -4.7036, 8.0868], [-4.2004, -4.0877, 7.1161]], "mulliken_charge": [-1.4516, 0.7442, -0.9009, -0.3900, -0.7118, -0.7060, 0.3658, 0.3203, 0.2833, 0.2487, 0.3729, 0.4091, 0.3408, 0.2378, 0.2807, 0.2788, 0.2765, -1.3378, 0.3575, -0.5839, -0.3797, -0.6851, -0.5772, 0.3356, 0.3001, 0.3946, 0.2526, 0.2760, 0.3149, 0.2550, 0.3083, 0.2582, 0.2519, 0.2588, -1.4357, 0.4351, -0.5746, -0.4226, -0.7834, -0.8922, 0.3019, 0.3725, 0.3520, 0.2669, 0.3469, 0.4245, 0.3833, 0.2589, 0.2597, 0.4381, 0.2742, -1.2974, 0.4991, -0.7259, -0.3704, -0.7759, -0.5414, 0.2806, 0.3162, 0.3824, 0.2046, 0.3969, 0.3842, 0.3207, 0.2946, 0.2852, 0.1815, 0.1620, -1.3258, 0.4171, -0.7661, -0.3127, -0.7978, -0.6289, 0.3747, 0.3225, 0.3455, 0.2158, 0.3791, 0.3695, 0.2888, 0.3118, 0.3190, 0.2343, 0.2609, -1.3978, 0.6878, -0.8786, -0.3358, -0.7073, -0.7363, 0.3062, 0.4273, 0.3778, 0.1007, 0.4544, 0.3184, 0.3046, 0.2196, 0.3023, 0.2517, 0.3032, 0.6723, -0.7172, -0.4217, -0.3395, 0.2540, 0.2060, 0.1967, 0.1448, 0.6195, -0.7007, -0.3630, -0.3737, 0.2244, 0.1957, 0.1924, 0.2082, 0.6671, -0.6714, -0.3876, -0.3505, 0.1503, 0.2227, 0.1518, 0.2166, 0.7395, -0.7307, -0.3613, -0.3973, 0.2299, 0.1575, 0.1622, 0.1998, 0.6529, -0.6581, -0.3273, -0.3852, 0.1872, 0.1705, 0.1505, 0.2065, 0.6208, -0.6395, -0.4133, -0.5107, 0.2336, 0.1968, 0.2731, 0.2395, 0.6131, -0.6420, -0.3447, -0.4564, 0.2062, 0.1579, 0.2239, 0.2408], "orbital_gap_ev": 8.79, "total_charge": 0, "multiplicity": 1}

=====

{"formula": "C32H107B3O16PtSr", "method": "ωB97M-V with the def2-TZVPD basis set", "elements": ["Pt", "Sr", "B", "H", "H", "H", "H", "B", "H", "H", "H", "H", "B", "H", "H", "H", "H", "C", "C", "O", "H", "H", "H", "H", "H", "C", "C", "O", "H", "H", "H", "H", "H", "H", "C", "C", "O", "H", "H", "H", "H", "H", "H", "C", "C", "O", "H", "H", "H", "H", "H", "H", "C", "C", "O", "H", "H", "H", "H", "H", "H", "C", "C", "O", "H", "H", "H", "H", "H", "H", "C", "C", "O", "H", "H", "H", "H", "H", "H", "C", "C", "O", "H", "H", "H", "H", "H", "H", "C", "C", "O", "H", "H", "H", "H", "H", "H", "C", "C", "O", "H", "H", "H", "H", "H", "H", "C", "C", "O", "H", "H", "H", "H", "H", "H", "C", "C", "O", "H", "H", "H", "H", "H", "H", "C", "C", "O", "H", "H", "H", "H", "H", "H", "C", "C", "O", "H", "H", "H", "H", "H", "H", "C", "C", "O", "H", "H", "H", "H", "H", "H", "C", "C", "O", "H", "H", "H", "H", "H", "H"], "coordinates": [[0.6285, 1.3317, 0.2818], [0.2970, -1.0767, -2.6910], [1.3314, -1.4665, -4.9619], [0.2837, -1.5156, -4.7085], [1.5145, -0.4033, -4.9419], [1.8626, -1.8707, -4.1142], [1.4576, -1.9162, -5.9346], [1.8496, 0.1999, 1.8773], [1.5980, 1.2336, 2.0575], [2.5731, -0.1957, 2.5733], [0.9527, -0.3998, 1.8731], [2.3491, 0.1189, 0.9243], [-0.8377, -0.2522, -0.4850], [-1.3899, -1.1450, -0.7342], [-0.9209, 0.4150, -1.3289], [-1.1909, 0.2562, 0.3988], [0.1842, -0.5727, -0.3533], [3.2696, 2.0291, -3.3160], [1.8507, 1.9977, -2.7238], [1.6502, 1.0406, -1.6924], [4.0623, 2.0389, -2.5680], [3.4225, 2.7894, -4.0820], [3.3037, 1.0782, -3.8477], [1.1440, 1.6996, -3.4983], [1.6373, 3.0015, -2.3563], [0.4847, 3.3031, 5.6672], [1.5262, 3.1045, 4.5190], [2.0576, 4.3473, 4.2579], [0.1304, 2.3585, 6.0800], [-0.3348, 3.9547, 5.3639], [0.9684, 3.8035, 6.5060], [1.0241, 2.8025, 3.5999], [2.2615, 2.3858, 4.8808], [2.9063, 4.5405, 4.6629], [-2.5391, 2.8202, 3.4347], [-1.6541, 1.6822, 3.1688], [-0.7905, 1.9977, 2.1192], [-3.1383, 2.9311, 2.5309], [-1.9689, 3.7363, 3.5887], [-3.2273, 2.6967, 4.2708], [-2.0910, 0.7138, 2.9251], [-1.0279, 1.4502, 4.0303], [-0.9509, 2.9388, 2.0183], [-2.7122, 4.4548, 0.0995], [-2.3630, 3.0275, -0.2983], [-1.0237, 2.9059, -0.6975], [-2.6725, 5.1216, -0.7619], [-2.0863, 4.8347, 0.9070], [-3.7643, 4.4745, 0.3834], [-3.0687, 2.7441, -1.0791], [-2.7290, 2.3641, 0.4853], [-1.0272, 3.1407, -1.6283], [5.3089, -0.5981, 1.2719], [5.9100, 0.4339, 2.2584], [4.7552, 1.1117, 2.8478], [4.5957, -1.3168, 1.6754], [6.1330, -1.0948, 0.7598], [4.6697, -0.2244, 0.4720], [6.6300, 1.1257, 1.8212], [6.3898, -0.0067, 3.1323], [3.9208, 0.7403, 2.5522], [3.9014, -2.9932, -2.2725], [3.2410, -2.9869, -0.9352], [1.9157, -2.6406, -1.2538], [3.5653, -3.6634, -3.0637], [4.8886, -3.4008, -2.0549], [3.8495, -2.0079, -2.7357], [3.6695, -2.3150, -0.1915], [3.2401, -4.0282, -0.6131], [1.5252, -2.8513, -0.4025], [-1.5809, -3.2170, 4.5886], [-1.9391, -1.8528, 3.8913], [-3.2329, -1.9493, 3.5625], [-0.5863, -3.1620, 5.0310], [-1.5229, -4.1405, 4.0127], [-2.2701, -3.4404, 5.4029], [-1.2910, -1.4661, 3.1048], [-2.0152, -1.1601, 4.7294], [-3.2923, -1.4837, 2.7251], [-2.5145, -4.7928, 1.1498], [-3.6162, -4.4726, 0.0457], [-3.3767, -3.2673, -0.4615], [-2.7202, -5.6509, 1.7897], [-2.4155, -3.9498, 1.8336], [-1.5654, -4.9661, 0.6424], [-4.5236, -4.5240, 0.6474], [-3.5440, -5.1520, -0.8036], [-3.5603, -2.7702, 0.3389], [-3.0773, 2.1608, -6.9933], [-1.6273, 2.3253, -6.8005], [-1.3404, 1.5267, -5.7223], [-3.3296, 1.1850, -7.4084], [-3.4166, 2.8921, -7.7268], [-3.5480, 2.4648, -6.0583], [-1.3969, 3.3669, -6.5771], [-1.0621, 2.0563, -7.6929], [-0.9070, 0.7691, -6.1221], [0.2293, -4.8922, -3.3443], [-0.9007, -4.6496, -2.5310], [-0.9912, -3.2402, -2.3003], [1.1865, -4.7503, -2.8426], [0.2223, -4.4409, -4.3365], [0.1658, -5.9696, -3.4967], [-0.8902, -5.0885, -1.5333], [-1.8343, -4.9987, -2.9722], [-1.7078, -3.1435, -1.6688], [2.7569, -1.1393, 6.8975], [2.9628, -0.6262, 5.4689], [1.8402, -0.6222, 4.7246], [2.1458, -0.6694, 7.6682], [3.7793, -1.2950, 7.2417], [2.3950, -2.1640, 6.9818], [3.9055, -1.0037, 5.0728], [3.1696, 0.4421, 5.5324], [1.9975, -0.4612, 3.7914], [-5.6671, -0.7834, 1.5099], [-4.5642, -0.3049, 0.5786], [-3.3353, -0.9044, 0.9607], [-5.5722, -0.4863, 2.5543], [-5.6937, -1.8714, 1.4486], [-6.5539, -0.2775, 1.1282], [-4.5183, 0.7708, 0.7481], [-4.7748, -0.4183, -0.4849], [-2.5730, -0.7546, 0.3967], [1.5097, -5.0751, 1.7330], [1.6305, -3.5800, 2.1789], [1.0563, -2.7797, 1.2628], [2.0438, -5.3856, 0.8350], [0.4822, -5.2366, 1.4069], [1.8857, -5.6269, 2.5945], [2.5958, -3.2451, 2.5586], [1.2094, -3.3993, 3.1679], [1.0970, -1.8542, 1.5145], [-3.2557, -1.9653, -4.6746], [-3.1652, -0.8214, -3.7541], [-1.9469, -0.2051, -3.7347], [-2.9652, -1.7349, -5.6996], [-4.2950, -2.2712, -4.5541], [-2.5826, -2.7751, -4.3929], [-3.5775, -1.1013, -2.7848], [-3.8581, -0.1396, -4.2472], [-1.8276, 0.3448, -4.5125], [-0.3447, 5.3696, -2.9012], [-0.7072, 4.3311, -4.0449], [-1.5343, 3.2938, -3.5334], [0.1416, 6.2320, -3.3572], [0.3311, 4.9440, -2.1593], [-1.1500, 5.8606, -2.3549], [0.2643, 4.0026, -4.4139], [-1.1847, 4.8669, -4.8653], [-1.7152, 2.7248, -4.2852], [3.1503, 4.4087, -0.1784], [2.8381, 3.3812, 0.9017], [1.4516, 3.2945, 1.0914], [2.7346, 5.3521, 0.1754], [2.6273, 4.1513, -1.0994], [4.2261, 4.5004, -0.3277], [3.2211, 3.6824, 1.8767], [3.3604, 2.4322, 0.7800], [1.1641, 4.1016, 1.5243]], "mulliken_charge": [3.9015, -1.3074, 2.8117, -0.9557, -0.5245, -0.8629, -0.2920, 6.2980, -0.6520, -0.5062, -2.3893, -0.6368, 7.1401, -1.0147, -0.8113, -1.4131, -1.2978, -1.6230, 1.3615, -0.6814, 0.3121, 0.3673, 0.2918, -0.2726, -1.3405, -1.4262, 1.4178, -0.6010, 0.2985, 0.2769, 0.4348, -0.8793, 0.0306, 0.3855, -1.6019, 0.8135, -0.8387, 0.3268, 0.3604, 0.4162, -0.5493, 0.0387, -0.4725, -1.4777, 1.1741, 0.9141, 0.3594, 0.1570, 0.4566, 0.5183, -1.0656, -1.0809, -0.3017, -0.5262, -0.5889, -0.0598, 0.3885, -0.0601, 0.3230, 0.2870, -0.3783, -1.5886, 0.8115, 1.2945, 0.2471, 0.4685, 0.2292, -0.5692, 0.1727, -0.4282, -1.4006, 0.4575, -0.6176, 0.2650, 0.2395, 0.3806, -0.1822, 0.2916, -0.0315, 0.2447, -0.6311, -0.1807, 0.5154, -0.2752, -0.4404, 0.3407, 0.4515, -0.1990, -1.0842, -0.4427, -0.4778, 0.2781, 0.4634, 0.2336, 0.1614, 0.4927, 0.0966, -1.0426, 0.0887, 1.0224, -0.0442, 0.2439, 0.4648, -0.0960, 0.3521, -0.6518, -1.5405, 0.0431, -0.4979, 0.3324, 0.3749, 0.3486, 0.2359, 0.1270, -0.9811, -1.4212, 0.0290, 1.1458, 0.2910, 0.2142, 0.4923, 0.2135, 0.2331, -1.5205, -1.3109, -0.0559, -0.3756, 0.2479, 0.0603, 0.3938, 0.2171, 0.1011, -1.0950, -1.3566, 0.1414, 1.0394, 0.2988, 0.4610, 0.0119, -0.1101, 0.3552, -0.2563, -1.1496, -0.3179, -0.2757, 0.4489, 0.0212, 0.3089, 0.2873, 0.5573, -0.0291, -1.0741, -0.0772, -0.2526, 0.4496, -0.0289, 0.3954, 0.4990, -0.1176, 0.1715], "orbital_gap_ev": [8.28, 8.07], "total_charge": 0, "multiplicity": 3}

=====

Q: Which maximum force values were calculated for the entries above? A: 0.150; 0.094, in Eh/bohr.
Q: Which molecular weight values were calculated for the entries above? A: 955.22; 1063.33, in g mol⁻¹.
Q: Which total energy values were calculated for the entries above? A: -90083.9495; -73776.9525, in eV.